Record 1
Density functional theory data (the ωB97M-V functional and the def2-TZVPD basis) for a cluster of 2 separate species, C7H11BrN2O in total at a distorted geometry.

Computed properties:
SMILES = Cn1cc(Br)cn1.CC(C)=O
ΔE to the lowest compared entry with this formula, charge and spin = 135.28 kJ/mol
highest occupied orbital energy = -8.7 eV
LUMO = 0.819 eV
gap between HOMO and LUMO = 9.564 eV

CARTESIAN COORDINATES (ANGSTROEM)
C -0.915 1.487 -1.541
N -1.507 0.312 -0.865
C -1.512 -0.929 -1.438
C -1.892 -1.800 -0.455
Br -1.994 -3.675 -0.536
C -1.925 -1.048 0.732
N -1.714 0.232 0.503
H 0.217 1.598 -1.512
H -1.212 1.320 -2.500
H -1.242 2.450 -0.993
H -1.172 -1.134 -2.478
H -2.134 -1.429 1.756
C 2.258 1.179 0.264
C 1.529 -0.188 0.404
C 1.196 -0.376 1.814
O 1.183 -0.919 -0.509
H 3.132 1.253 1.037
H 2.673 1.270 -0.828
H 1.563 1.868 0.393
H 1.062 0.455 2.470
H 2.027 -0.878 2.421
H 0.381 -1.047 1.863

Record 2
Density functional theory data (the ωB97M-V functional and the def2-TZVPD basis) for the ion C7H11BrN3 with charge +1 at a distorted geometry.

Computed properties:
SMILES = CN(C)c1c(Br)[nH]ccc1=[NH2+]
ΔE to the lowest compared entry with this formula, charge and spin = 71.92 kJ/mol
net charge = +1
highest occupied orbital energy = -11.8 eV
LUMO = -3.723 eV
gap between HOMO and LUMO = 8.059 eV

CARTESIAN COORDINATES (ANGSTROEM)
C -1.213 1.746 0.926
N -0.056 1.325 0.137
C 0.543 2.474 -0.497
C 0.287 0.001 0.071
C 1.695 -0.584 0.197
Br 3.334 0.453 0.169
N 1.873 -1.913 0.310
C 0.899 -2.784 0.115
C -0.370 -2.385 -0.204
C -0.716 -1.012 -0.105
N -1.940 -0.720 -0.587
H -0.926 2.207 1.854
H -1.904 2.304 0.177
H -1.725 0.943 1.223
H 1.601 2.474 -0.858
H -0.100 2.585 -1.378
H 0.487 3.368 0.067
H 2.880 -2.290 0.437
H 1.142 -3.861 -0.117
H -1.086 -3.230 -0.274
H -2.598 -1.343 -0.798
H -2.108 0.241 -0.864

Record 3
Density functional theory data (the ωB97M-V functional and the def2-TZVPD basis) for a cluster of 5 separate species, C7H11Cl13 in total at a distorted geometry.

Computed properties:
SMILES = ClC(Cl)Cl.ClC(Cl)Cl.ClC(Cl)Cl.ClCCCl.ClCCCl
ΔE to the lowest compared entry with this formula, charge and spin = 9.47 kJ/mol
highest occupied orbital energy = -10.9 eV
LUMO = 0.393 eV
gap between HOMO and LUMO = 11.245 eV

CARTESIAN COORDINATES (ANGSTROEM)
Cl 2.534 -2.357 -0.707
C 0.991 -2.804 -0.003
Cl 1.130 -3.442 1.646
Cl 0.101 -3.935 -1.037
H 0.405 -1.897 0.080
Cl 5.022 3.086 0.021
C 3.924 1.759 0.381
Cl 4.778 0.222 0.336
Cl 2.574 1.704 -0.805
H 3.423 1.902 1.329
Cl -1.995 -2.869 -3.708
C -2.852 -1.311 -3.802
Cl -4.510 -1.552 -4.319
Cl -2.033 -0.136 -4.857
H -2.859 -0.913 -2.797
Cl -1.524 0.617 2.605
C -0.631 -0.584 3.622
C 0.805 -0.105 3.814
Cl 1.642 -0.003 2.268
H -0.643 -1.496 3.037
H -1.129 -0.662 4.582
H 1.332 -0.831 4.434
H 0.814 0.850 4.333
Cl -0.866 -0.134 -1.155
C -0.811 1.543 -1.751
C -1.822 2.354 -0.952
Cl -3.489 1.820 -1.279
H -1.039 1.585 -2.811
H 0.196 1.899 -1.550
H -1.858 3.438 -1.072
H -1.611 2.254 0.115

Record 4
Density functional theory data (the ωB97M-V functional and the def2-TZVPD basis) for the ion C7H11ClN3 with charge +1 at a distorted geometry.

Computed properties:
SMILES = C=Cn1c[n+](C[C@H](C)Cl)cn1
ΔE to the lowest compared entry with this formula, charge and spin = 171.34 kJ/mol
net charge = +1
highest occupied orbital energy = -12.9 eV
LUMO = -4.678 eV
gap between HOMO and LUMO = 8.249 eV

CARTESIAN COORDINATES (ANGSTROEM)
C 3.255 -0.480 -0.206
C 2.853 0.819 -0.439
N 1.528 1.178 -0.026
C 0.511 0.488 -0.533
N -0.597 0.985 0.028
C -1.980 0.538 -0.223
C -2.116 -0.976 -0.332
C -1.330 -1.763 0.728
Cl -1.643 -1.550 -1.966
C -0.178 1.988 0.860
N 1.112 2.122 0.855
H 3.413 -0.783 0.828
H 3.364 -1.183 -1.026
H 3.503 1.556 -0.896
H 0.588 -0.321 -1.235
H -2.270 0.962 -1.182
H -2.599 0.921 0.584
H -3.172 -1.203 -0.214
H -1.834 -2.681 1.009
H -1.177 -1.131 1.603
H -0.359 -2.044 0.326
H -0.873 2.558 1.454

Record 5
Density functional theory data (the ωB97M-V functional and the def2-TZVPD basis) for a structure of composition C7H11ClN4O at a distorted geometry.

Computed properties:
ΔE to the lowest compared entry with this formula, charge and spin = 92.13 kJ/mol
highest occupied orbital energy = -7.8 eV
LUMO = 0.438 eV
gap between HOMO and LUMO = 8.231 eV

CARTESIAN COORDINATES (ANGSTROEM)
C -0.734 0.333 3.414
C -1.199 -0.696 2.675
C 0.127 1.085 2.578
C -0.767 -1.307 0.241
C -0.172 -1.808 -2.283
C 1.898 0.828 -0.901
C -0.368 1.351 -1.699
N 0.131 0.575 1.341
N -0.598 -0.568 1.387
N 0.391 -1.000 -1.195
N 0.572 0.347 -1.432
O -1.528 -2.207 0.186
Cl 0.891 2.456 3.200
H -1.005 0.534 4.384
H -1.672 -1.523 3.034
H 0.260 -2.830 -2.107
H -1.280 -1.795 -2.231
H 0.133 -1.402 -3.194
H 2.155 0.355 0.045
H 2.707 0.632 -1.559
H 1.806 1.857 -0.600
H -1.140 0.846 -2.253
H -0.753 1.851 -0.863
H 0.144 2.086 -2.169

Record 6
Density functional theory data (the ωB97M-V functional and the def2-TZVPD basis) for a structure of composition C7H11ClN4OSi at a distorted geometry.

Computed properties:
highest occupied orbital energy = -8.6 eV
LUMO = 0.251 eV
gap between HOMO and LUMO = 8.810 eV

CARTESIAN COORDINATES (ANGSTROEM)
N 4.118 -0.969 -2.441
C 3.171 -1.183 -1.803
O 1.987 -1.445 -1.152
Si 0.788 -0.596 -2.085
Cl -0.637 -2.024 -2.716
H 0.187 0.440 -1.244
H 1.420 -0.002 -3.275
C 5.287 2.950 -0.422
C 4.998 1.652 -1.077
N 4.764 0.639 -1.586
H 5.489 3.707 -1.179
H 4.431 3.264 0.176
H 6.157 2.851 0.226
C -4.001 -0.727 -0.413
C -3.376 0.300 -1.278
N -2.897 1.102 -1.949
H -3.527 -0.727 0.563
H -5.062 -0.516 -0.293
H -3.883 -1.712 -0.865
C -2.831 -1.126 4.100
C -3.949 -1.292 3.145
N -4.817 -1.421 2.403
H -2.086 -0.450 3.683
H -3.203 -0.714 5.036
H -2.366 -2.092 4.295

Record 7
Density functional theory data (the ωB97M-V functional and the def2-TZVPD basis) for an isolated molecule of C7H11ClO at a distorted geometry.

Computed properties:
SMILES = C[C@@H]1[C@H](/C=C/O)[C@@]1(C)Cl
ΔE to the lowest compared entry with this formula, charge and spin = 105.91 kJ/mol
highest occupied orbital energy = -8.4 eV
LUMO = 0.763 eV
gap between HOMO and LUMO = 9.163 eV

CARTESIAN COORDINATES (ANGSTROEM)
C 0.721 -0.085 -1.730
C 1.300 0.168 -0.353
C 0.545 -0.065 0.924
C -0.770 -0.869 1.153
C -1.093 -1.947 1.910
O -2.203 -2.707 1.666
C 0.930 1.447 0.325
C -0.022 2.324 -0.404
Cl 2.048 2.437 1.273
H -0.263 0.432 -1.910
H 0.547 -1.192 -1.954
H 1.436 0.220 -2.593
H 2.388 0.039 -0.278
H 1.312 -0.183 1.779
H -1.520 -0.620 0.381
H -0.450 -2.376 2.728
H -2.496 -3.262 2.369
H 0.429 2.633 -1.262
H -0.420 3.135 0.292
H -0.917 1.800 -0.642

Record 8
Density functional theory data (the ωB97M-V functional and the def2-TZVPD basis) for a cluster of 2 separate species, C7H11F3IN in total at a distorted geometry.

Computed properties:
ΔE to the lowest compared entry with this formula, charge and spin = 132.41 kJ/mol
highest occupied orbital energy (alpha / beta) = -8.3 / -8.0 eV
LUMO (alpha / beta) = -0.299 / -0.490 eV
gap between HOMO and LUMO (alpha / beta) = 8.018 / 7.547 eV

CARTESIAN COORDINATES (ANGSTROEM)
C 1.220 -1.043 1.245
C 0.578 -0.122 2.310
C 1.443 -0.098 0.089
C -0.400 0.620 1.443
C 0.088 0.553 0.030
C -0.893 -0.965 -2.334
C -0.264 1.695 -0.852
N -1.079 -1.151 -0.965
F 0.005 1.455 -2.165
F -1.674 1.863 -0.739
F 0.260 2.825 -0.468
I -2.922 -1.339 -0.279
H 2.130 -1.490 1.496
H 0.519 -1.727 0.837
H 0.130 -0.638 3.097
H 1.349 0.624 2.738
H 2.248 0.694 0.237
H 1.747 -0.607 -0.828
H -1.395 0.257 1.419
H -0.405 1.549 1.939
H -1.486 -0.141 -2.769
H 0.124 -0.838 -2.710
H -1.324 -1.978 -2.771

Number 1: total energy -3032.0209 Eh. Number 2: total energy -3011.3150 Eh. Number 3: total energy -6255.8097 Eh. Number 4: total energy -897.4285 Eh. Number 5: total energy -1027.6350 Eh. Number 6: total energy -1317.2030 Eh. Number 7: total energy -808.6520 Eh. Number 8: total energy -925.2390 Eh.